No. 1
C7H8F2 | ωB97M-V/def2-TZVPD

```
17
Properties=species:S:1:pos:R:3:forces:R:3:nbo_charge:R:1
C 1.230 1.439 -0.235 -0.6 4.8 0.0 -0.37
C -0.088 1.545 -0.337 -0.6 1.1 1.0 -0.23
C -1.093 0.477 -0.543 2.3 -0.6 -1.1 -0.09
C -2.366 0.844 -0.708 -0.9 -0.3 0.5 -0.38
C -0.423 -1.111 -0.909 -2.6 2.7 3.2 0.69
F -1.516 -1.768 -1.336 -0.3 -0.9 -0.5 -0.35
F 0.459 -1.054 -1.906 0.2 0.1 0.0 -0.32
C 0.130 -1.852 0.368 0.2 0.6 -2.1 -0.26
C 1.445 -2.073 0.375 -2.1 -1.3 2.8 -0.36
H 1.842 2.430 -0.176 -1.0 -2.2 0.1 0.21
H 1.666 0.537 -0.209 2.0 -2.9 -0.2 0.18
H -0.496 2.579 -0.158 0.1 -1.1 -0.6 0.20
H -3.077 0.067 -1.002 0.0 0.4 0.1 0.21
H -2.806 1.885 -0.466 1.2 -1.8 -0.6 0.22
H -0.570 -2.277 1.139 0.7 0.7 -1.1 0.24
H 1.750 -2.695 1.204 0.5 0.0 0.2 0.20
H 2.208 -1.723 -0.224 1.0 0.7 -1.6 0.21
```
Positions in Å, forces in eV/Å.

The spin multiplicity is 1. Its lowest unoccupied orbital energy is 0.03166 Eh. As for the SMILES: C=CC(=C)C(F)(F)C=C. As for the energy above the lowest of the compared OMol25 structures with the same formula, charge and spin: 115.45 kJ/mol. For the calculated total energy, the calculation gives -471.1431 a.u. The value obtained for the HOMO energy is -9.1 eV.

---

No. 2
C7H8F2INO | ωB97M-V/def2-TZVPD

```
20
Properties=species:S:1:pos:R:3:forces:R:3:nbo_charge:R:1
C 1.212 2.666 -1.003 2.0 2.6 1.0 -0.37
C 0.212 2.246 -0.320 -1.8 -0.5 0.2 -0.14
C 0.185 -1.137 1.121 -2.8 -0.7 -1.1 -0.54
C -1.056 -2.060 0.890 -1.3 -0.5 2.0 -0.05
C -0.655 -1.133 -1.154 -0.3 2.5 -1.3 -0.13
C 0.597 -0.899 -0.276 -1.0 -0.7 -0.4 0.29
C -0.926 2.131 0.310 1.6 -0.7 0.3 0.66
N 1.657 -0.533 -0.815 1.2 0.0 -1.0 -0.57
O -1.681 -1.604 -0.296 0.2 0.4 0.0 -0.53
F -0.966 1.881 1.624 -0.4 0.2 0.0 -0.32
F -2.093 1.944 -0.241 -0.8 0.3 -0.2 -0.29
I 3.402 -0.457 0.269 -0.2 0.2 0.2 0.23
H 1.438 3.757 -0.765 -0.3 -1.1 -1.0 0.22
H -0.206 -0.171 1.439 0.4 -0.1 0.8 0.26
H 0.869 -1.662 1.705 1.4 -0.1 1.3 0.24
H -0.782 -3.106 0.737 0.5 -0.1 0.0 0.17
H -1.831 -2.147 1.799 1.6 0.8 -2.1 0.20
H -0.945 -0.036 -1.546 0.4 -2.5 0.5 0.21
H -0.475 -1.807 -2.044 -0.1 0.7 1.1 0.21
H 2.045 2.128 -1.432 -0.4 -0.5 -0.2 0.24
```
Positions in Å, forces in eV/Å.

The spin multiplicity is 1. Its lowest unoccupied orbital energy is 0.00004 Eh. For the calculated total energy, the calculation gives -898.7922 a.u. The value obtained for the HOMO energy is -9.2 eV.

---

No. 3
C7H8F3MnN10O5 | ωB97M-V/def2-TZVPD

```
34
Properties=species:S:1:pos:R:3:forces:R:3:mulliken_spin:R:1
Mn 0.039 -1.100 0.005 0.1 0.0 -0.5 1.58
N -0.248 2.162 0.815 0.0 -0.1 0.0 0.01
C 1.006 1.606 0.771 -0.2 0.3 0.0 0.01
N 2.125 2.246 1.029 0.2 -0.2 -0.1 0.00
N 3.095 1.319 0.786 -0.1 0.1 0.1 0.01
N 2.588 0.206 0.411 -0.1 0.1 0.0 0.00
N 1.239 0.354 0.387 0.1 -0.2 0.0 -0.05
C -1.370 1.470 0.437 0.2 0.3 0.1 0.01
N -2.576 1.980 0.356 -0.2 -0.2 -0.1 0.00
N -3.341 0.938 -0.085 0.1 0.1 0.0 0.01
N -2.636 -0.113 -0.261 0.0 0.1 0.1 0.00
N -1.352 0.193 0.062 -0.1 -0.3 0.0 -0.03
H -0.361 3.064 1.241 0.0 0.0 0.0 0.00
C -0.961 0.661 -2.952 0.0 0.0 0.0 -0.03
C 0.329 -0.129 -2.821 0.0 -0.1 0.2 0.04
C 1.552 0.773 -2.696 0.0 0.0 0.0 -0.04
O 0.292 -1.048 -1.732 0.0 0.1 0.2 -0.47
H -0.934 1.176 -3.915 0.0 0.0 0.0 0.00
H -1.059 1.408 -2.165 0.0 0.0 0.0 0.00
H -1.834 0.011 -2.921 0.0 0.0 0.0 0.00
H 0.455 -0.768 -3.700 0.0 0.0 0.0 0.00
H 1.437 1.482 -1.878 0.0 0.0 0.0 0.00
H 1.646 1.331 -3.631 0.0 0.0 0.0 0.00
H 2.460 0.197 -2.530 0.0 0.0 0.0 0.00
O 1.122 -2.829 -0.057 0.2 -0.2 0.0 -0.02
N 0.109 -3.549 -0.195 0.0 0.3 0.1 0.01
O -0.935 -2.838 -0.210 -0.1 -0.2 0.0 -0.03
F -0.786 -2.940 4.118 0.0 0.0 0.0 0.00
C -0.142 -1.756 4.145 -0.1 -0.1 0.0 0.00
F -0.503 -1.126 5.265 0.0 0.0 0.0 0.00
F 1.171 -2.012 4.227 0.0 0.0 0.0 0.00
C -0.495 -0.931 2.877 0.2 -0.1 -0.1 0.00
O -1.156 0.068 2.977 0.0 0.1 0.0 0.01
O 0.021 -1.506 1.838 -0.3 0.0 0.1 -0.01
```
Positions in Å, forces in eV/Å.

The spin multiplicity is 2. The total charge is -1. Its lowest unoccupied orbital energy (spin up / spin down) is -0.02286 / 0.05693 Eh. The expectation value of S² is 1.13. For the calculated total energy, the calculation gives -2645.9006 a.u. The value obtained for the HOMO energy (spin up / spin down) is -5.9 / -5.9 eV.

---

No. 4
C7H8IN | ωB97M-V/def2-TZVPD

```
17
Properties=species:S:1:pos:R:3:forces:R:3:nbo_charge:R:1
C 0.988 -0.413 0.230 -0.4 0.9 1.1 -0.36
C 2.101 -0.585 -0.462 0.2 -1.0 -2.0 -0.39
C -0.221 -1.044 -0.344 2.0 -1.3 0.6 0.15
C -1.279 1.076 -0.825 0.1 -2.2 0.4 0.47
C -0.354 -2.364 -0.513 -0.5 0.6 -0.1 -0.33
C -1.310 2.359 -0.817 0.1 0.3 -0.1 -0.45
C 0.760 0.285 1.555 -0.1 -0.2 -0.1 -0.65
N -1.282 -0.213 -0.732 -1.0 2.5 -0.8 -0.46
I 3.975 0.188 0.113 0.0 0.3 0.5 -0.02
H -1.229 -2.812 -0.956 -0.3 -0.1 -0.2 0.18
H 0.436 -3.024 -0.212 0.2 0.0 0.1 0.25
H -1.490 2.938 0.083 -0.3 -0.3 0.1 0.28
H -1.109 2.948 -1.705 0.2 -0.2 -0.1 0.28
H 1.712 0.575 1.993 0.0 0.1 0.0 0.24
H 0.252 -0.391 2.246 -0.1 0.1 0.2 0.20
H 0.148 1.179 1.434 -0.1 0.2 0.2 0.17
H -2.100 -0.703 -1.089 -0.2 0.2 0.2 0.44
```
Positions in Å, forces in eV/Å.

The spin multiplicity is 1. Its lowest unoccupied orbital energy (spin up / spin down) is -0.05535 / -0.05531 Eh. As for the energy above the lowest of the compared OMol25 structures with the same formula, charge and spin: 394.49 kJ/mol. For the calculated total energy, the calculation gives -623.7381 a.u. The value obtained for the HOMO energy (spin up / spin down) is -5.8 / -5.9 eV.

---

No. 5
C7H8LuN2O4S | ωB97M-V/def2-TZVPD

```
23
Properties=species:S:1:pos:R:3:forces:R:3:mulliken_charge:R:1
Lu 0.741 -0.248 -0.413 -7.8 14.1 -3.7 0.32
C 0.265 -1.529 0.863 -4.3 -12.9 12.5 0.26
O -0.029 -2.321 1.651 1.2 3.4 -3.3 -0.02
C 2.233 -1.358 -0.814 12.4 -9.8 -2.9 0.36
O 3.126 -2.053 -1.034 -3.6 2.9 0.8 -0.02
C 1.783 0.686 0.880 9.6 7.6 11.7 0.26
O 2.407 1.236 1.679 -2.5 -2.0 -3.1 -0.03
C -0.289 -1.151 -1.736 -8.8 -8.7 -11.5 0.24
O -0.919 -1.713 -2.522 2.3 2.3 3.0 -0.04
C 0.753 1.647 -1.752 3.0 1.4 -3.3 -0.48
H -0.148 1.614 -2.355 -0.3 -0.3 0.1 0.47
H 0.853 2.501 -1.092 0.0 0.0 0.4 0.47
C 1.858 0.892 -2.098 -1.0 3.2 -1.4 -0.60
H 2.840 1.144 -1.713 0.2 0.0 0.3 0.44
H 1.839 0.257 -2.976 -0.1 -0.4 -0.1 0.44
N -1.666 0.562 2.709 -0.7 -1.2 -3.1 -0.33
C -1.983 0.311 1.350 -2.9 -3.6 5.1 0.78
N -2.855 -0.752 1.007 2.2 2.0 1.1 -0.32
S -1.359 1.260 0.184 1.6 1.2 -2.2 -0.23
H -2.063 -0.029 3.453 0.1 0.6 -0.4 0.27
H -1.039 1.337 2.967 -0.7 -0.5 -0.2 0.25
H -3.091 -0.940 0.021 0.0 0.4 0.9 0.25
H -3.257 -1.353 1.740 0.0 0.5 -0.5 0.27
```
Positions in Å, forces in eV/Å.

The spin multiplicity is 1. The total charge is +3. Its lowest unoccupied orbital energy (spin up / spin down) is -0.57657 / -0.57657 Eh. As for the energy above the lowest of the compared OMol25 structures with the same formula, charge and spin: 929.96 kJ/mol. For the calculated total energy, the calculation gives -2314.1540 a.u. The value obtained for the HOMO energy (spin up / spin down) is -21.8 / -21.8 eV.

---

No. 6
C7H8LuN3OPS | ωB97M-V/def2-TZVPD

```
22
Properties=species:S:1:pos:R:3:forces:R:3:nbo_charge:R:1
C 0.359 -1.825 -2.910 0.6 0.5 -0.1 -0.96
P -1.098 -1.294 -1.905 -1.5 -1.0 -0.7 1.20
O -1.853 -0.104 -2.813 1.6 -0.1 1.5 -0.89
C -0.371 -0.404 -0.372 1.7 1.4 0.7 -0.21
C -0.806 -0.729 0.976 1.5 2.2 0.7 -0.39
C -0.184 -0.043 2.196 3.7 -0.8 -0.7 -0.13
N -0.614 -0.355 3.562 -1.5 2.0 -3.1 -0.65
C 0.921 1.025 2.029 -3.0 -2.6 -1.8 -0.44
C 1.316 1.320 0.597 -1.2 -0.5 3.7 0.07
N 2.272 2.232 0.400 -1.1 -0.8 -2.8 -0.50
S 2.346 2.227 -1.251 0.1 -0.4 -0.1 1.21
N 1.233 1.115 -1.704 0.5 0.7 1.4 -0.52
C 0.689 0.648 -0.561 -0.6 0.1 1.4 0.03
H 0.025 -1.901 -3.966 -0.2 0.0 0.6 0.32
H 1.197 -1.103 -2.894 -0.4 -0.3 0.0 0.26
H 0.734 -2.817 -2.594 -0.4 0.5 0.0 0.30
H -2.343 0.440 -2.174 -0.4 -0.1 -0.7 0.48
H -1.592 -1.485 1.141 0.4 0.3 -0.1 0.32
H -0.651 0.526 4.097 0.6 -0.8 0.9 0.38
H -1.580 -0.709 3.488 0.4 -0.7 0.8 0.41
H 1.397 1.506 2.906 -0.1 -0.4 -0.5 0.33
Lu -1.397 1.731 1.752 -0.4 0.8 -1.1 2.38
```
Positions in Å, forces in eV/Å.

The spin multiplicity is 1. The total charge is +3. Its lowest unoccupied orbital energy is -0.55108 Eh. For the calculated total energy, the calculation gives -2484.7742 a.u. The value obtained for the HOMO energy is -18.3 eV.

---

Question: Which of these has the highest calculated total energy?
Answer: C7H8F2

---

What did the sixth record say?
C7H8LuN3OPS | ωB97M-V/def2-TZVPD

```
22
Properties=species:S:1:pos:R:3:forces:R:3:nbo_charge:R:1
C 0.359 -1.825 -2.910 0.6 0.5 -0.1 -0.96
P -1.098 -1.294 -1.905 -1.5 -1.0 -0.7 1.20
O -1.853 -0.104 -2.813 1.6 -0.1 1.5 -0.89
C -0.371 -0.404 -0.372 1.7 1.4 0.7 -0.21
C -0.806 -0.729 0.976 1.5 2.2 0.7 -0.39
C -0.184 -0.043 2.196 3.7 -0.8 -0.7 -0.13
N -0.614 -0.355 3.562 -1.5 2.0 -3.1 -0.65
C 0.921 1.025 2.029 -3.0 -2.6 -1.8 -0.44
C 1.316 1.320 0.597 -1.2 -0.5 3.7 0.07
N 2.272 2.232 0.400 -1.1 -0.8 -2.8 -0.50
S 2.346 2.227 -1.251 0.1 -0.4 -0.1 1.21
N 1.233 1.115 -1.704 0.5 0.7 1.4 -0.52
C 0.689 0.648 -0.561 -0.6 0.1 1.4 0.03
H 0.025 -1.901 -3.966 -0.2 0.0 0.6 0.32
H 1.197 -1.103 -2.894 -0.4 -0.3 0.0 0.26
H 0.734 -2.817 -2.594 -0.4 0.5 0.0 0.30
H -2.343 0.440 -2.174 -0.4 -0.1 -0.7 0.48
H -1.592 -1.485 1.141 0.4 0.3 -0.1 0.32
H -0.651 0.526 4.097 0.6 -0.8 0.9 0.38
H -1.580 -0.709 3.488 0.4 -0.7 0.8 0.41
H 1.397 1.506 2.906 -0.1 -0.4 -0.5 0.33
Lu -1.397 1.731 1.752 -0.4 0.8 -1.1 2.38
```
Positions in Å, forces in eV/Å.

The spin multiplicity is 1. The total charge is +3. Its lowest unoccupied orbital energy is -0.55108 Eh. For the calculated total energy, the calculation gives -2484.7742 a.u. The value obtained for the HOMO energy is -18.3 eV.

---

Question: The lowest calculated total energy belongs to which entry?
Answer: C7H8F3MnN10O5

---

Question: Which value of calculated total energy does entry 2 give?
Answer: -898.7922 a.u.